Record 1
7 unconnected molecules or ions with the total composition C40H94N6O7. Source: the OMol25 dataset; level of theory: wB97M-V/def2-TZVPD.

The geometry in XYZ format:
```
147
C40H94N6O7 | the OMol25 dataset | wB97M-V/def2-TZVPD
C 0.0798 -0.1886 0.7226
O -1.2036 0.3014 0.2468
H 0.8346 0.4898 0.3152
H 0.1120 -0.1333 1.8185
H 0.3281 -1.1910 0.3698
H -1.8251 -0.4342 0.2415
C 0.2855 1.4530 5.5668
C -0.8895 0.5483 5.1585
C -1.7216 0.0158 6.2897
O -0.9377 -0.3457 7.3705
C -1.6981 -0.7910 8.4440
N -1.7122 1.0938 4.1052
H -0.0219 2.2400 6.2597
H 0.7370 1.9255 4.6921
H 1.0774 0.8314 5.9944
H -0.4030 -0.3322 4.7102
H -2.3541 -0.7808 5.8728
H -2.4173 0.7999 6.6537
H -2.4723 -0.0326 8.6507
H -1.0796 -0.8785 9.3310
H -2.2093 -1.7431 8.2638
H -1.1966 1.4912 3.3437
H -2.3412 1.7952 4.4818
C -6.6394 -1.9239 -3.7357
C -6.9368 -2.8291 -2.5641
C -5.8128 -2.8737 -1.5253
O -4.6514 -3.2796 -2.2260
C -3.6122 -3.6463 -1.3784
N -8.2172 -2.5438 -1.9690
H -7.5114 -1.9696 -4.3924
H -5.7680 -2.2559 -4.2899
H -6.5008 -0.8793 -3.4358
H -6.9230 -3.8467 -2.9843
H -5.9921 -3.5987 -0.7310
H -5.6531 -1.8252 -1.2289
H -3.3196 -2.7257 -0.8563
H -2.7597 -4.0203 -1.9376
H -3.9044 -4.4378 -0.6801
H -8.3422 -2.9634 -1.0624
H -8.4543 -1.5647 -1.9647
C 1.4896 -4.7060 4.4892
C 1.6648 -3.4510 3.6690
C 0.8999 -3.4660 2.3430
O 0.7022 -4.7850 1.8923
C 0.6248 -4.9323 0.5022
N 1.3263 -2.2866 4.4721
H 2.0493 -5.5282 4.0334
H 0.4670 -5.0494 4.6425
H 1.9670 -4.5851 5.4636
H 2.7311 -3.4297 3.4335
H 1.4465 -2.8094 1.6540
H -0.1080 -3.0463 2.5037
H 0.8926 -5.9617 0.2629
H 1.3918 -4.3100 0.0277
H -0.3887 -4.7285 0.1495
H 0.3417 -2.1664 4.6827
H 1.5861 -1.4536 3.9476
C 5.1864 -0.1057 -1.1902
C 4.5687 -0.2314 0.2092
C 5.6331 -0.8980 1.0842
C 5.2580 -0.8088 2.5781
C 5.3090 0.6838 2.8783
C 4.1934 1.4015 2.1506
N 4.2091 1.0837 0.7305
O 3.2419 1.7575 -0.0593
C 2.8474 1.0962 2.8008
C 4.4507 2.9051 2.3162
C 3.3001 -1.0959 0.0914
H 6.2093 0.2554 -1.1991
H 4.4999 0.5225 -1.7647
H 5.1739 -1.0949 -1.6558
H 5.7544 -1.9222 0.7293
H 6.5653 -0.3333 0.9802
H 5.9464 -1.3859 3.1949
H 4.2552 -1.2471 2.6074
H 6.3053 1.0344 2.5900
H 5.2712 0.8727 3.9542
H 2.5098 0.0620 2.7544
H 2.8976 1.2554 3.8856
H 2.0880 1.7325 2.3423
H 5.2700 3.2473 1.6879
H 3.5485 3.4557 2.0276
H 4.6347 3.1134 3.3699
H 3.5329 -2.1129 -0.2272
H 2.6855 -0.6050 -0.6598
H 2.7332 -1.0666 1.0170
H 3.6862 2.5086 -0.4803
C -0.5398 4.0211 2.4511
C -0.6373 4.8533 1.1587
C 0.6809 5.6154 1.1055
C 0.9664 6.2769 -0.2579
C 0.9420 5.1713 -1.2916
C -0.3184 4.2996 -1.2817
N -0.5730 3.8501 0.1025
O -1.7549 3.0268 0.1353
C -1.4987 4.9974 -1.9313
C 0.0544 3.0842 -2.1530
C -1.8570 5.7674 1.1880
H 0.4483 3.5493 2.4184
H -1.1614 3.1299 2.4388
H -0.7226 4.6248 3.3361
H 0.5957 6.3847 1.8845
H 1.5698 5.0197 1.3172
H 1.9872 6.6414 -0.1201
H 0.2644 7.0991 -0.3894
H 1.8455 4.5620 -1.2333
H 0.9479 5.6248 -2.2914
H -1.8950 5.8011 -1.3161
H -1.2895 5.3506 -2.9444
H -2.3151 4.2840 -2.0833
H 0.4784 3.4853 -3.0731
H 0.8133 2.4834 -1.6525
H -0.8666 2.5365 -2.3504
H -1.6635 6.7911 0.8548
H -2.2275 5.8475 2.2104
H -2.6583 5.3756 0.5646
H -1.3840 2.1234 0.1358
C -0.2195 -2.1819 -7.7960
C -0.7875 -2.0430 -6.3919
C -0.6958 -3.4010 -5.6805
C -0.5582 -3.3525 -4.1573
C 0.3377 -2.2087 -3.6737
C -0.0628 -0.8601 -4.2797
N -0.0240 -1.0024 -5.7111
O 0.0763 0.1811 -6.4390
C -1.4251 -0.4457 -3.6969
C 0.9912 0.1291 -3.7601
C -2.2767 -1.6596 -6.4688
H -0.2523 -1.2441 -8.3378
H 0.8152 -2.4978 -7.6554
H -0.7421 -2.9573 -8.3558
H -1.6514 -3.8877 -5.8865
H 0.0924 -4.0130 -6.1193
H -1.5131 -3.4863 -3.6383
H -0.0713 -4.2693 -3.7924
H 1.3407 -2.5543 -3.9278
H 0.2487 -2.0935 -2.5916
H -1.8007 0.4597 -4.1826
H -1.3336 -0.2011 -2.6335
H -2.1724 -1.2333 -3.7402
H 0.8775 0.2874 -2.6852
H 0.7495 1.0845 -4.2342
H 2.0317 -0.1705 -3.8645
H -2.7731 -2.2580 -7.2442
H -2.8615 -1.9621 -5.5905
H -2.5541 -0.6064 -6.5743
H -0.8396 0.4345 -6.6769
```

strongest force on any atom: 2.11 eV/A
energy above the lowest of the compared OMol25 structures with the same formula, charge and spin: 0.0 kcal/mol
HOMO level: -8.081 eV
SMILES string: CC1(C)CCCC(C)(C)N1O.CC1(C)CCCC(C)(C)N1O.CC1(C)CCCC(C)(C)N1O.COC[C@H](C)N.COC[C@H](C)N.COC[C@H](C)N.CO
frontier orbital gap: 0.3137 Eh



Record 2
A single C3H6N4O2 molecule. Source: the OMol25 dataset; level of theory: wB97M-V/def2-TZVPD.

The geometry in XYZ format:
```
15
C3H6N4O2 | the OMol25 dataset | wB97M-V/def2-TZVPD
C 0.6364 -0.8543 0.2518
C -1.4100 -0.8013 -0.0601
C -0.9769 0.4991 0.0644
H 2.8632 -0.5586 0.0826
H 2.1156 -2.1992 -0.4789
H -3.5552 -0.6796 -0.6806
H -1.9473 1.7870 1.1664
H 1.1073 1.9460 -0.8590
H 1.9607 1.7053 0.4917
N 2.0298 -1.2837 0.1998
N -0.2993 -1.6667 0.0711
N 0.4454 0.4391 -0.0139
N 1.5787 1.2478 -0.3021
O -2.7624 -1.2256 -0.0996
O -1.7860 1.6448 0.1665
```

strongest force on any atom: 8.03 eV/A
energy above the lowest of the compared OMol25 structures with the same formula, charge and spin: 104.4 kcal/mol
HOMO level: -7.741 eV
SMILES string: Nc1nc(O)c(O)n1N
frontier orbital gap: 0.2958 Eh



Record 3
A single C4H6N2OS molecule. Source: the OMol25 dataset; level of theory: wB97M-V/def2-TZVPD.

The geometry in XYZ format:
```
14
C4H6N2OS | the OMol25 dataset | wB97M-V/def2-TZVPD
C 1.3475 -0.2341 -0.0373
C -0.5227 1.2693 0.1418
C -1.7347 1.7124 0.0677
C -0.8467 -1.0949 -0.4088
H 2.7282 -1.6479 0.2018
H 1.2391 -2.0904 0.9458
H 0.3159 1.9538 0.3227
H -2.5454 1.0668 -0.1738
H -1.9197 2.7703 0.2062
H -0.2564 -1.9700 -0.6702
N 1.7584 -1.4940 0.3001
N -0.0282 -0.0538 0.0471
O -2.0311 -1.0626 -0.4970
S 2.4958 0.8751 -0.4460
```

strongest force on any atom: 2.86 eV/A
energy above the lowest of the compared OMol25 structures with the same formula, charge and spin: 39.6 kcal/mol
HOMO level: -8.940 eV
SMILES string: C=CN(C=O)C(N)=S
frontier orbital gap: 0.3387 Eh



Record 4
A gas-phase ion, C7H9N2 (charge +1). Source: the OMol25 dataset; level of theory: wB97M-V/def2-TZVPD.

The geometry in XYZ format:
```
18
C7H9N2 | the OMol25 dataset | wB97M-V/def2-TZVPD
C -2.0824 0.2148 0.2670
C -1.0217 0.1382 1.0676
C 2.2316 -1.0516 0.0679
C 1.2030 0.8333 0.0067
C -1.2275 0.0816 -1.0190
C 0.8344 -1.4993 0.2340
C 0.0380 -0.1976 -0.0370
N 2.3691 0.2379 0.1127
N 0.9785 2.1106 0.0101
H -3.0871 0.4528 0.3254
H -0.8643 0.3094 2.1512
H 3.2113 -1.5345 0.1779
H -1.6056 -0.5855 -1.6865
H -0.9743 0.9871 -1.5731
H 0.3980 -2.4036 -0.2370
H 0.7024 -1.7308 1.2937
H 0.1824 2.6700 0.1788
H 1.7894 2.7197 -0.1375
```

strongest force on any atom: 4.84 eV/A
energy above the lowest of the compared OMol25 structures with the same formula, charge and spin: 62.9 kcal/mol
charge: +1
HOMO level: -13.904 eV
SMILES string: [NH2+]=C1N=CC[C@@]12C=CC2
frontier orbital gap: 0.3170 Eh